Entry 1:
Entry from the Open Molecules 2025 dataset: a molecular structure, C16H40CdN3O8Tl (wB97M-V/def2-TZVPD).

Structure (XYZ):
```
69
Properties=species:S:1:pos:R:3:lowdin_charge:R:1
H 1.845 4.312 -1.605 0.10
C 0.108 -3.008 1.113 -0.03
C -3.605 2.918 -2.780 -0.19
H -1.336 1.492 -5.109 0.07
H 0.222 -3.968 0.610 0.09
H 2.483 -3.165 2.919 0.13
H 4.711 -4.811 2.807 0.09
H -4.269 5.367 -1.814 0.09
H 5.233 -2.638 0.460 0.10
O 1.046 1.392 -2.848 -0.09
H -1.307 2.020 3.553 0.13
H 0.869 1.100 4.088 0.09
H -5.427 4.215 -1.280 0.09
C -0.596 -0.003 3.397 -0.41
N -1.885 1.068 -2.335 -0.02
C -1.521 1.130 2.963 -0.21
C 1.813 2.207 -2.365 -0.65
H -2.687 0.455 -2.370 0.09
N 4.503 -2.555 1.154 0.08
H 1.911 4.086 -3.430 0.11
C 4.510 -4.964 1.746 -0.01
H 3.384 -4.043 0.146 0.14
H -0.429 0.471 0.578 -0.05
H 5.091 -2.448 1.968 0.10
H -0.468 -2.326 0.487 0.07
C 1.575 3.702 -2.467 0.05
C -4.397 4.534 -1.123 -0.04
H -4.282 4.749 -0.061 0.09
Cd -0.063 -0.186 -2.092 1.41
O -2.907 0.789 2.962 -0.16
H -0.370 -3.187 2.076 0.09
O 0.116 0.447 -0.233 -0.48
H -2.592 2.564 -5.421 0.09
H -3.706 2.608 3.698 0.09
H 3.210 -3.762 -3.097 0.10
H -1.507 2.918 -3.178 0.12
H 1.469 -3.287 -3.242 0.09
N 0.835 0.353 3.410 0.07
H 1.837 -4.562 2.050 0.14
H 2.604 -2.539 -4.383 0.10
C -3.844 1.852 2.926 -0.09
H -0.787 -0.832 2.717 0.12
H -4.416 2.198 -2.890 0.13
O 2.803 1.846 -1.655 0.05
H -4.817 1.394 3.106 0.10
H 3.774 -5.759 1.625 0.09
H -1.156 1.444 1.985 0.10
H -1.990 -1.078 4.727 0.09
C -1.087 -0.471 4.779 -0.04
H -3.022 0.932 -4.877 0.08
H -3.913 3.644 -3.532 0.13
O 1.750 -1.471 -1.736 -0.14
C -2.325 1.758 -4.737 -0.04
H 0.505 3.901 -2.525 0.08
C 2.505 -2.985 -3.393 0.05
O 3.822 -1.330 -2.099 0.11
C 3.660 -3.775 1.166 -0.37
O 1.520 -2.574 1.312 -0.34
C -2.301 2.174 -3.236 -0.38
C 2.710 -1.848 -2.377 -0.70
H -3.925 2.453 2.021 0.08
H -2.067 1.587 -1.488 0.07
H 1.248 -0.369 3.983 0.07
H -0.370 -1.110 5.294 0.08
C 2.340 -3.602 1.931 -0.17
O -3.522 3.372 -1.421 -0.21
H -1.361 0.329 5.467 0.09
Tl 2.831 0.016 0.805 1.21
H 5.416 -5.145 1.168 0.09
```

Properties
HOMO level	-0.534	Eh
total charge	+2

Entry 2:
Entry from the Open Molecules 2025 dataset: a molecular structure, C34H38N9OPd (wB97M-V/def2-TZVPD).

Structure (XYZ):
```
83
Properties=species:S:1:pos:R:3:lowdin_charge:R:1
H -2.114 -5.946 3.333 0.07
H -1.047 1.139 4.879 0.12
C 1.599 4.247 -2.475 -0.06
C 2.662 2.227 -1.667 -0.16
C -3.410 2.871 -1.613 -0.18
C 0.097 -1.861 -3.399 -0.20
C -0.701 -4.674 2.303 -0.21
N -0.330 -4.219 0.970 -0.06
N 1.440 1.746 2.975 -0.09
C 0.513 -1.998 -1.120 -0.32
C -3.493 4.262 -1.402 -0.09
H 2.902 5.873 -2.951 0.09
C 2.848 4.860 -2.566 -0.11
C 4.930 0.810 -1.059 -0.08
C 3.999 4.231 -2.155 -0.09
C -2.145 2.216 -1.629 -0.16
H 1.692 -4.720 0.955 0.12
H -1.684 -6.523 1.713 0.06
H -2.394 6.023 -0.928 0.09
H -0.909 2.401 0.918 0.11
H -1.944 1.032 1.369 0.13
H -5.285 0.057 -1.936 0.09
Pd 0.240 0.051 -1.080 0.62
C 0.805 -4.849 0.324 -0.21
H -2.417 -3.566 -1.904 0.11
H 0.513 -6.918 0.959 0.06
H 2.202 0.620 1.381 0.12
H 0.436 -1.505 -4.368 0.09
H 1.336 0.890 4.883 0.12
C 1.288 0.573 3.837 -0.19
C -0.023 -0.539 2.195 -0.17
H 0.797 -1.238 2.005 0.12
H 1.452 2.162 0.921 0.12
C 5.060 2.135 -1.371 -0.04
C 1.434 2.965 -1.923 -0.23
N 0.026 -0.131 3.607 -0.09
N 0.933 -1.627 -2.376 -0.03
C -0.995 1.534 1.571 -0.16
H -4.461 4.750 -1.399 0.09
C -0.709 -2.732 -0.937 -0.19
C -4.555 2.058 -1.770 -0.04
H -0.962 -3.795 2.893 0.11
N 2.573 0.908 -1.409 0.08
H -2.017 0.303 3.640 0.13
H -0.314 -6.474 -0.548 0.08
C -1.890 -5.635 2.310 -0.08
C -1.094 -2.555 -3.296 -0.12
H 4.958 4.736 -2.175 0.09
C 0.595 -6.336 0.039 -0.08
H 0.724 4.774 -2.828 0.09
H 0.336 2.972 4.261 0.12
H 3.525 -0.844 -0.980 0.10
C 3.654 0.225 -1.131 -0.16
H 0.176 -5.145 2.754 0.11
C -4.420 0.701 -1.837 -0.07
N 0.106 0.605 1.289 -0.13
H 5.788 0.207 -0.789 0.09
H 1.305 -2.111 -0.371 0.09
C 0.305 2.641 3.219 -0.18
H -5.532 2.526 -1.809 0.11
C -1.496 -3.007 -2.030 -0.09
H 6.033 2.614 -1.374 0.11
H -2.759 -5.123 1.900 0.07
C -1.071 0.813 3.835 -0.18
H -0.203 4.951 -1.026 0.09
O -2.110 -2.839 0.992 0.03
H 2.114 -0.115 3.639 0.12
C 1.368 1.295 1.577 -0.17
C -0.921 3.000 -1.551 -0.25
C -1.083 4.358 -1.228 -0.06
H -3.001 -0.932 -1.688 0.09
H 0.989 -4.341 -0.617 0.10
H 0.396 3.510 2.564 0.13
C -1.118 -3.251 0.398 -0.43
C -3.134 0.142 -1.733 -0.13
C 3.922 2.891 -1.729 -0.18
N 0.257 2.353 -1.682 0.04
H -1.696 -2.763 -4.171 0.08
N -0.981 1.989 2.969 -0.08
H -0.969 -1.043 2.001 0.11
N -2.047 0.868 -1.655 0.09
C -2.338 4.965 -1.161 -0.11
H 1.440 -6.721 -0.534 0.07
```

Properties
HOMO level	-0.110	Eh
total charge	-1

Entry 3:
Entry from the Open Molecules 2025 dataset: a single C4H5NO molecule (wB97M-V/def2-TZVPD).

Structure (XYZ):
```
11
Properties=species:S:1:pos:R:3:lowdin_charge:R:1
H 0.847 -3.066 0.481 0.07
C -1.131 2.149 0.084 -0.06
N -0.015 -1.503 -0.622 0.02
H -0.795 2.515 1.053 0.11
C -0.255 -0.294 -0.555 -0.05
H 1.996 -1.941 -0.259 0.08
C 1.037 -2.014 0.262 -0.12
H -2.127 2.453 -0.229 0.11
O -0.126 2.183 -0.957 0.02
H 1.101 -1.447 1.198 0.08
C -0.532 0.964 -0.455 -0.26
```

Properties
SMILES	CN=C=C1CO1
HOMO level	-0.312	Eh
total charge	0
ΔE to the lowest compared entry with this formula, charge and spin	84.67	kcal/mol

Entry 4:
Entry from the Open Molecules 2025 dataset: a molecular structure, C28H28N4O2W (wB97M-V/def2-TZVPD).

Structure (XYZ):
```
63
Properties=species:S:1:pos:R:3:lowdin_charge:R:1
H 4.641 1.538 1.512 0.12
C 1.108 -0.087 2.128 -0.16
C -3.502 -0.758 0.029 -0.03
C 2.842 -0.631 -2.604 -0.26
H -4.548 -4.432 -0.536 0.13
H -2.550 -1.695 3.403 0.09
H 5.595 -0.323 -4.501 0.14
C 4.686 -0.059 -3.976 0.02
H -3.227 2.700 -1.058 0.13
H -1.384 -3.550 -1.661 0.08
H -1.809 -2.000 4.985 0.09
H 4.362 -2.036 -3.159 0.14
N -0.613 -0.849 3.716 -0.27
C -2.612 -1.646 -0.617 -0.09
H -1.833 3.105 0.952 0.13
H -5.409 -0.490 0.944 0.11
C -1.324 -1.168 -1.028 -0.34
H 2.638 2.562 -3.365 0.12
C -2.149 2.732 -1.139 -0.04
C -1.370 2.964 -0.016 -0.03
C 2.027 0.065 3.150 0.02
H 1.664 3.283 -1.507 0.11
H 4.681 1.993 -4.645 0.13
H 3.051 1.322 -0.369 0.10
H -0.986 -0.196 1.729 0.12
C -0.237 -0.740 2.332 -0.18
O -2.245 -3.916 -1.401 0.11
H -0.174 -1.748 1.904 0.14
N 0.661 -1.169 -1.854 -0.17
C 2.764 0.949 0.626 -0.14
C 0.639 2.953 -1.386 -0.23
C -5.108 -2.513 0.247 -0.03
H -3.190 0.267 0.180 0.10
W 0.902 0.601 -1.014 1.68
H -1.212 -2.854 3.563 0.09
C -1.602 -1.901 3.922 -0.07
C 4.183 1.234 -4.060 0.00
N 2.392 0.642 -2.625 -0.05
H -1.983 0.779 3.700 0.09
C 3.279 0.641 2.921 0.00
H -0.315 1.188 4.154 0.08
C 3.669 1.092 1.668 -0.04
H 1.753 -0.283 4.138 0.13
H 2.244 -2.506 -1.515 0.16
C 3.038 1.557 -3.359 -0.07
N -0.409 -1.948 -1.575 0.11
C -3.006 -2.986 -0.820 -0.24
C 1.510 0.363 0.859 -0.25
H -2.146 2.306 -3.244 0.13
C 0.019 3.056 -0.125 -0.09
C -0.160 2.609 -2.501 -0.12
C -4.266 -3.402 -0.373 0.02
C -1.088 0.422 4.237 -0.08
H 0.289 2.524 -3.483 0.12
H -6.080 -2.853 0.580 0.12
O -0.995 0.106 -0.819 -0.20
H 3.968 0.739 3.750 0.13
C 4.011 -1.017 -3.230 0.04
H 0.607 3.331 0.741 0.13
C -1.543 2.523 -2.372 -0.03
H -1.343 0.318 5.289 0.10
C -4.732 -1.176 0.456 -0.06
C 1.928 -1.532 -1.879 -0.01
```

Properties
HOMO level (alpha / beta)	-0.497 / -0.497	Eh
total charge	+2
ΔE to the lowest compared entry with this formula, charge and spin	47.61	kcal/mol

Entry 5:
Entry from the Open Molecules 2025 dataset: a gas-phase ion, C20H25O3S (charge +1) (wB97M-V/def2-TZVPD).

Structure (XYZ):
```
49
Properties=species:S:1:pos:R:3:lowdin_charge:R:1
H 2.921 -1.156 3.878 0.08
H -4.254 -2.151 1.790 0.09
H 2.416 -1.764 0.719 0.08
H -3.077 0.058 3.560 0.14
S 1.616 0.060 2.124 1.14
H 2.800 -0.118 0.095 0.03
C 1.328 0.374 -1.845 -0.06
H -5.077 -1.487 3.227 0.09
C 0.678 1.218 -0.909 -0.23
C 2.737 -0.750 0.982 -0.26
C 1.253 2.479 -0.661 -0.03
H 0.030 -1.443 0.858 0.20
H 3.751 -0.793 1.419 0.08
C -1.638 -0.302 -2.302 -0.02
C 2.528 0.752 -2.457 -0.02
C -4.057 -0.431 -0.911 -0.07
C 5.127 1.369 -3.277 -0.08
H 0.886 -0.602 -2.109 0.12
C -0.896 -0.306 2.335 -0.52
C 2.456 2.857 -1.253 0.03
C -2.685 -1.111 -2.780 -0.06
H 1.243 -0.965 4.337 0.06
H 4.632 1.270 -4.251 0.10
H 1.712 -2.236 3.144 0.09
H 0.707 3.175 -0.014 0.13
H -3.178 1.022 0.398 0.12
H 2.919 3.795 -0.963 0.12
C -0.543 0.750 -0.138 -0.13
C -3.002 0.341 -0.435 -0.06
H -4.983 -0.475 -0.352 0.10
H -0.882 1.514 0.607 0.15
O -2.090 -0.865 1.935 -0.04
C -1.720 0.265 -0.991 -0.16
H -2.549 -1.706 -3.676 0.11
O -0.718 0.016 3.518 0.04
H -2.745 -1.715 3.796 0.14
C 0.033 -0.248 1.127 -0.22
H 6.112 1.816 -3.427 0.10
C -4.372 -1.287 2.437 -0.07
H -4.675 -1.903 -2.374 0.12
H -4.732 -0.474 1.820 0.06
C 1.892 -1.183 3.476 -0.22
C 3.129 1.966 -2.130 -0.27
H 3.034 0.041 -3.094 0.11
C -3.879 -1.211 -2.063 -0.06
C -3.059 -0.936 3.064 -0.18
H -0.799 -0.137 -2.960 0.09
O 4.419 2.247 -2.434 -0.07
H 5.252 0.368 -2.843 0.10
```

Properties
HOMO level	-0.418	Eh
total charge	+1

Strongest force on any atom? In order: 4.50, 0.85, 0.66, 0.56, 4.14 eV Å⁻¹.
Electronic energy? In order: -47326.8332, -54814.4615, -7762.8550, -41355.0263, -38114.5076 eV.